(1)
Here is a molecular structure, C11H16N2O4S4Ti from OMol25. Energies are from ωB97M-V/def2-TZVPD.

Calculated values
HOMO-LUMO gap (spin up / spin down) ... 5.7 / 6.7 eV
2S+1 ... 3
HOMO (spin up / spin down) ... -0.20909 / -0.24889 Ha
Lowest unoccupied orbital energy (spin up / spin down) ... -0.03 / -0.08 eV
Calculated total energy ... -3281.4921 hartree

Last column: Mulliken charge in e.
Element x y z (Å)
Ti  1.0901  0.2907  -1.2997  0.6538
C  1.1066  3.3964  1.5211  -0.8832
N  1.6428  2.1778  2.0931  0.1785
C  2.3691  2.3547  3.3335  -1.0258
C  2.0832  1.2045  1.2185  0.5219
O  1.9932  1.4199  -0.0786  -0.6444
C  2.2694  -0.2057  1.6421  -0.6783
O  1.7446  -1.0621  0.5645  -0.4006
C  0.6468  -1.8894  0.8654  -0.9362
C  0.0107  -2.2124  -0.4766  0.9118
O  0.4907  -1.6619  -1.4976  -0.6223
N  -1.0256  -3.0208  -0.5618  0.1785
C  -1.6883  -3.2173  -1.8515  -0.9614
C  -1.5559  -3.7431  0.5877  -0.9612
H  0.5226  3.9103  2.2854  0.3227
H  1.8985  4.0723  1.1749  0.3253
H  0.4583  3.1561  0.6829  0.1903
H  1.7101  2.7703  4.0967  0.3296
H  2.7455  1.3993  3.6960  0.3399
H  3.2285  3.0286  3.2109  0.3327
H  3.3108  -0.5307  1.7347  0.2980
H  1.7560  -0.4194  2.5836  0.4185
H  0.9586  -2.8080  1.3734  0.5135
H  -0.0904  -1.3685  1.4882  0.4733
H  -1.4462  -2.3862  -2.5054  0.3002
H  -1.3619  -4.1529  -2.3067  0.3236
H  -2.7619  -3.2486  -1.6807  0.3464
H  -1.3357  -3.2173  1.5127  0.3960
H  -2.6369  -3.8037  0.4880  0.3149
H  -1.1457  -4.7530  0.6340  0.2990
O  -4.5383  2.6945  -4.4775  -0.5764
C  -3.5477  2.3337  -3.9016  0.5773
S  -1.9437  2.2336  -4.6470  -0.1651
C  -1.0925  1.6543  -3.2320  0.1544
C  -1.8112  1.4807  -2.1127  0.1977
S  -1.1703  0.9245  -0.5736  -0.4561
S  -3.5191  1.8514  -2.1932  -0.1700
S  0.6351  1.3471  -3.3908  -0.4168

Force components x, y, z for each atom (eV/Å):
Ti -0.308 0.541 0.331
C 0.017 0.091 -0.026
N -0.203 -0.201 0.139
C 0.058 0.038 0.052
C 0.094 0.267 -0.284
O 0.090 -0.295 -0.062
C 0.000 -0.320 0.015
O -0.167 0.231 -0.044
C -0.058 -0.059 0.019
C -0.009 0.108 -0.318
O 0.029 -0.318 0.004
N -0.037 0.012 0.130
C 0.075 -0.016 0.076
C 0.036 0.070 -0.068
H 0.011 -0.008 0.003
H 0.007 -0.009 -0.013
H -0.012 0.000 0.004
H -0.009 0.011 -0.022
H -0.011 -0.009 0.006
H 0.003 -0.002 -0.013
H 0.008 0.083 -0.032
H 0.013 0.046 0.004
H 0.047 0.031 0.018
H -0.002 0.026 -0.028
H -0.003 -0.008 -0.014
H -0.018 0.003 -0.025
H -0.011 -0.001 -0.020
H 0.006 -0.024 0.005
H -0.008 -0.006 0.016
H -0.020 -0.013 0.018
O 0.002 -0.023 -0.007
C 0.013 0.048 0.022
S -0.058 0.000 -0.029
C 0.149 -0.085 0.121
C 0.110 -0.048 0.031
S 0.216 -0.080 0.004
S -0.047 -0.006 -0.039
S -0.003 -0.074 0.025

***

(2)
Here is a molecular structure, C4H4O2 from OMol25. Energies are from ωB97M-V/def2-TZVPD.

Calculated values
HOMO-LUMO gap ... 9.2 eV
2S+1 ... 1
Energy relative to the best compared isomer or geometry (same formula, charge and spin) ... 3.914 eV
HOMO ... -0.35800 Ha
Lowest unoccupied orbital energy ... -0.51 eV
Calculated total energy ... -305.1356 hartree

Last column: Mulliken charge in e.
Element x y z (Å)
O  0.8930  1.2515  0.1697  -0.5436
C  0.0931  1.0215  -0.7909  -0.3181
C  -1.0493  -0.5449  -0.6752  0.6754
O  -1.8733  -0.5935  -1.5215  -0.4423
C  -0.5225  -1.1796  0.4365  -0.2230
C  0.3734  -0.8937  1.3057  -0.5374
H  0.8689  0.1645  0.9468  0.4065
H  0.5203  0.6841  -1.7471  0.3207
H  -0.7930  1.6628  -0.8813  0.3186
H  0.7474  -1.3410  2.2156  0.3431

Force components x, y, z for each atom (eV/Å):
O 0.027 0.066 -0.198
C 0.225 0.383 -0.074
C -0.628 -0.377 -0.357
O 0.596 0.077 0.510
C 0.318 0.305 0.214
C -0.162 -0.103 -0.119
H -0.078 0.010 0.073
H -0.095 -0.069 0.055
H -0.031 -0.144 0.056
H -0.173 -0.147 -0.159

***

(3)
Here is 2 unconnected molecules or ions with the total composition C3H2IO3 from OMol25. Energies are from ωB97M-V/def2-TZVPD.

Calculated values
Charge ... +1
HOMO-LUMO gap ... 9.5 eV
2S+1 ... 1
Energy relative to the best compared isomer or geometry (same formula, charge and spin) ... 1.507 eV
HOMO ... -0.53842 Ha
Lowest unoccupied orbital energy ... -5.16 eV
Calculated total energy ... -638.5788 hartree

Last column: Mulliken charge in e.
Element x y z (Å)
C  -0.0543  0.3231  0.2608  -0.5324
C  -1.8680  -0.8814  1.4957  0.7222
C  0.4993  -3.3964  1.9229  0.0912
O  -2.6050  -1.2011  2.2786  -0.0953
O  1.1058  -4.2819  2.2584  -0.0982
O  -1.1425  -0.6013  0.6048  -0.0835
I  0.6846  1.4175  1.9515  0.2969
H  -0.4595  1.0076  -0.4926  0.3603
H  0.7399  -0.3036  -0.1556  0.3387

Force components x, y, z for each atom (eV/Å):
C 1.662 1.535 0.022
C 0.097 0.191 0.381
C 0.266 -0.393 0.188
O -0.525 -0.249 0.647
O -0.331 0.482 -0.196
O -0.254 -0.736 -1.077
I -0.393 -0.476 -0.552
H -0.098 -0.351 0.356
H -0.425 -0.002 0.233

***

(4)
Here is 2 unconnected molecules or ions with the total composition C4H6N2 from OMol25. Energies are from ωB97M-V/def2-TZVPD.

Calculated values
HOMO-LUMO gap (spin up / spin down) ... 8.4 / 8.4 eV
2S+1 ... 1
Energy relative to the best compared isomer or geometry (same formula, charge and spin) ... 5.665 eV
HOMO (spin up / spin down) ... -0.33515 / -0.33518 Ha
Lowest unoccupied orbital energy (spin up / spin down) ... -0.67 / -0.67 eV
Calculated total energy ... -265.3274 hartree

Last column: Mulliken charge in e.
Element x y z (Å)
N  -1.7092  -0.7757  -1.5485  -0.4550
C  -1.3172  0.0263  -0.8039  0.3311
C  -0.8430  1.0024  0.1867  -0.3216
C  0.2541  0.3786  1.0219  -0.1567
C  0.7847  -1.2801  -0.9828  -0.4802
N  1.3023  1.0365  1.2792  -0.6432
H  -0.4679  1.9074  -0.3003  0.2702
H  -1.6693  1.2832  0.8504  0.2842
H  0.0073  -0.6182  1.3977  0.4592
H  1.1863  -1.0719  -1.9929  0.2412
H  0.5597  -2.3629  -0.9813  0.2059
H  1.9122  0.4744  1.8738  0.2650

Force components x, y, z for each atom (eV/Å):
N 0.531 0.688 0.586
C -0.057 -0.741 -0.531
C 0.033 0.071 0.029
C 0.102 0.251 0.258
C 0.017 -0.161 -0.226
N -0.283 -0.234 0.147
H -0.059 -0.189 0.002
H -0.004 -0.060 -0.189
H 0.158 0.188 0.109
H -0.298 -0.068 -0.034
H -0.162 0.096 -0.179
H 0.022 0.159 0.028

***

(5)
Here is 3 unconnected molecules or ions with the total composition C6H14O2 from OMol25. Energies are from ωB97M-V/def2-TZVPD.

Calculated values
HOMO-LUMO gap ... 10.2 eV
2S+1 ... 1
Energy relative to the best compared isomer or geometry (same formula, charge and spin) ... 2.384 eV
HOMO ... -0.35072 Ha
Lowest unoccupied orbital energy ... 0.66 eV
SMILES string ... C=C/C(C)=C/C.O.O
Calculated total energy ... -387.4199 hartree

Last column: Mulliken charge in e.
Element x y z (Å)
C  1.2116  -1.2905  1.8520  -0.6981
C  1.2909  -0.0512  1.4016  -0.3962
C  0.2647  0.5372  0.5069  0.6003
C  0.6485  0.8061  -0.9322  -0.2178
C  -0.8976  0.9975  0.9766  -0.2468
C  -1.9584  1.6606  0.1641  -1.4427
H  0.4201  -1.9900  1.5658  0.1952
H  1.8423  -1.9214  2.4711  0.2808
H  2.0858  0.6200  1.7186  0.3561
H  1.0054  1.8403  -1.0656  0.3957
H  -0.1860  0.8232  -1.6243  0.3577
H  1.3971  0.0894  -1.2471  -0.6279
H  -1.1873  0.9903  2.0245  0.3575
H  -1.7812  2.7462  0.1470  0.3485
H  -2.9531  1.4788  0.5776  0.4385
H  -2.0854  1.4431  -0.9010  0.3569
O  2.5784  -1.8485  -2.3785  -0.6444
H  1.6301  -2.0165  -2.3310  0.3324
H  2.5089  -0.9270  -2.1225  0.2614
O  -2.1465  -1.5782  -0.5248  -0.6461
H  -2.4948  -0.9304  0.0806  0.3360
H  -1.1934  -1.4790  -0.3593  0.3031

Force components x, y, z for each atom (eV/Å):
C -0.589 -1.727 -0.093
C -0.012 0.037 0.357
C -0.387 0.767 0.027
C -0.010 0.519 0.117
C -0.313 -0.238 -0.256
C -0.587 0.858 -0.664
H -0.350 0.704 -0.414
H 0.779 1.086 0.264
H 0.179 -0.168 -0.121
H 0.484 -0.342 0.315
H -0.311 -0.610 0.013
H 0.034 0.210 -0.141
H 0.549 -0.427 0.078
H -0.221 -0.054 0.323
H 0.090 0.203 0.252
H 0.562 -0.540 0.125
O -0.711 0.267 0.136
H -0.055 -0.845 -0.241
H 0.914 0.399 -0.039
O 0.756 -0.272 -0.178
H -0.420 0.329 0.305
H -0.380 -0.157 -0.165

***

(6)
Here is C2H6OP2 in the gas phase from OMol25. Energies are from ωB97M-V/def2-TZVPD.

Calculated values
HOMO-LUMO gap (spin up / spin down) ... 6.5 / 6.6 eV
2S+1 ... 1
Energy relative to the best compared isomer or geometry (same formula, charge and spin) ... 1.935 eV
HOMO (spin up / spin down) ... -0.29524 / -0.29610 Ha
Lowest unoccupied orbital energy (spin up / spin down) ... -1.50 / -1.47 eV
SMILES string ... COP(C)#P
Calculated total energy ... -837.6226 hartree

Last column: Mulliken charge in e.
Element x y z (Å)
C  -2.0056  -0.0979  -0.3114  -0.5539
O  -0.7236  0.4583  -0.4682  -0.3579
P  0.7915  1.0954  -0.1157  0.1989
C  1.9936  -0.4059  0.0215  -0.8920
P  0.4206  1.7591  1.8371  -0.0483
H  -2.4723  0.2396  0.5854  0.2811
H  -1.8480  -1.1922  -0.3513  0.2337
H  -2.7709  0.2001  -1.0591  0.2197
H  1.4947  -1.2671  -0.3676  0.2889
H  2.6773  -0.1911  -0.7514  0.2970
H  2.4428  -0.5980  0.9806  0.3328

Force components x, y, z for each atom (eV/Å):
C 0.335 -0.816 -0.185
O 1.290 0.870 -1.672
P -1.838 -1.379 0.791
C -1.419 0.932 -0.150
P 0.499 0.231 0.230
H -0.052 -0.093 1.229
H -0.645 0.420 0.242
H 1.079 0.014 -0.321
H -0.718 -0.667 0.131
H 1.380 0.367 -0.528
H 0.089 0.121 0.232

***

(7)
Here is 10 unconnected molecules or ions with the total composition C6H32N12O10 from OMol25. Energies are from ωB97M-V/def2-TZVPD.

Calculated values
HOMO-LUMO gap ... 8.3 eV
2S+1 ... 1
Energy relative to the best compared isomer or geometry (same formula, charge and spin) ... 0.652 eV
HOMO ... -0.33972 Ha
Lowest unoccupied orbital energy ... -0.90 eV
SMILES string ... NC(N)=O.NC(N)=O.NC(N)=O.NC(N)=O.NC(N)=O.NC(N)=O.O.O.O.O
Calculated total energy ... -1657.5508 hartree

Last column: Mulliken charge in e.
Element x y z (Å)
N  -19.6856  -5.6956  -12.0604  -0.3511
C  -18.6060  -5.6204  -11.2662  0.6469
N  -17.7855  -6.6918  -11.1833  -0.4015
O  -18.3695  -4.5948  -10.5806  -0.5335
H  -19.9428  -6.5499  -12.5218  0.2031
H  -20.4064  -4.9952  -11.9480  0.2012
H  -16.9902  -6.6520  -10.5802  0.2213
H  -18.0512  -7.4826  -11.7440  0.1679
N  -14.4605  -3.0422  -6.9556  -0.2246
C  -15.2391  -3.3683  -5.8930  0.4438
N  -16.5731  -3.2591  -6.1117  -0.0837
O  -14.7364  -3.7732  -4.8459  -0.7067
H  -14.7907  -2.8804  -7.8864  0.1000
H  -13.4740  -2.9542  -6.7909  0.1929
H  -17.2037  -3.5477  -5.3825  0.2295
H  -17.0531  -3.0591  -6.9846  0.0462
N  -16.4640  1.6176  -9.3087  -0.3676
C  -16.3170  1.4863  -7.9795  0.6242
N  -15.5577  0.3857  -7.6026  -0.3185
O  -16.8244  2.2348  -7.1576  -0.6569
H  -16.2489  0.8842  -9.9653  0.2248
H  -17.1265  2.3336  -9.5557  0.2285
H  -15.0565  -0.1120  -8.3108  0.1474
H  -15.4277  0.2007  -6.6267  0.1560
N  -19.3464  0.3017  -9.3414  -0.1532
C  -20.2067  0.0854  -8.2932  0.5563
N  -19.8585  -0.9872  -7.5367  -0.3330
O  -21.2344  0.7362  -8.1324  -0.7067
H  -19.5822  0.9958  -10.0243  0.1795
H  -18.5553  -0.3056  -9.4436  -0.0311
H  -20.4808  -1.2572  -6.7946  0.1644
H  -18.9747  -1.4852  -7.6579  0.0975
N  -18.1180  -6.2972  -5.7303  -0.3629
C  -18.5639  -5.5589  -6.7827  0.5475
N  -17.8068  -5.6067  -7.9018  -0.0771
O  -19.5867  -4.8803  -6.6974  -0.6531
H  -18.6026  -6.3828  -4.8578  0.2578
H  -17.3897  -6.9815  -5.8402  0.1200
H  -18.2230  -5.2712  -8.7676  -0.0716
H  -16.9588  -6.1271  -7.7657  0.1802
N  -20.7928  -2.4083  -10.1157  -0.1370
C  -21.6522  -3.3841  -10.5338  0.3750
N  -21.9267  -3.3011  -11.8706  -0.4392
O  -22.2448  -4.2046  -9.8451  -0.6621
H  -20.1486  -1.8851  -10.6742  0.2001
H  -20.7723  -2.2112  -9.1146  0.0907
H  -21.7041  -2.4345  -12.3269  0.1763
H  -22.5602  -3.9713  -12.2656  0.2595
O  -15.4414  -3.3606  -10.0116  -0.6407
H  -15.1088  -3.4689  -10.9096  0.2672
H  -15.9238  -4.1798  -9.8301  0.2503
O  -18.0059  -2.4566  -12.4846  -0.7292
H  -18.1184  -3.2496  -11.9205  0.3121
H  -17.4324  -2.7430  -13.2053  0.3101
O  -16.0024  -0.4447  -11.5024  -0.6836
H  -15.1705  -0.9053  -11.3539  0.2777
H  -16.6373  -1.1473  -11.7374  0.3231
O  -17.7758  -2.4489  -8.7138  0.7455
H  -16.8750  -2.4716  -9.0774  -0.0815
H  -18.2649  -3.1094  -9.2221  -0.1184

Force components x, y, z for each atom (eV/Å):
N 0.075 -0.140 -0.190
C -0.002 0.741 1.182
N -0.899 0.129 -0.910
O 0.177 -0.440 -0.720
H -0.004 -0.027 0.037
H 0.055 0.172 -0.045
H 0.102 -0.257 -0.012
H 0.619 -0.365 0.346
N 0.826 0.383 -0.649
C -0.066 -0.746 0.609
N -0.940 -0.003 0.297
O -0.447 0.459 -0.327
H -0.200 0.082 -0.038
H -0.045 -0.187 0.061
H 0.328 -0.088 0.194
H 0.605 0.118 0.066
N -0.072 0.652 -0.752
C 0.065 -0.624 1.566
N -0.470 0.473 -0.441
O 0.238 -0.159 -0.338
H -0.117 0.035 -0.078
H 0.080 -0.116 -0.217
H 0.229 -0.211 0.218
H 0.112 -0.021 0.003
N -0.126 -0.130 0.191
C -0.817 0.478 -0.488
N 0.226 -0.605 0.512
O 0.633 -0.327 0.000
H 0.064 0.051 0.088
H 0.228 0.141 -0.195
H 0.098 0.172 0.065
H -0.601 0.422 0.115
N 0.985 -0.822 0.257
C -2.086 0.885 0.854
N 0.234 -0.391 0.224
O 0.670 -0.233 -0.205
H -0.469 0.468 -0.174
H 0.057 0.108 -0.114
H 0.540 -0.214 0.233
H 0.182 0.080 -0.928
N -0.277 -0.547 1.491
C -1.029 0.360 0.341
N 0.868 -0.196 -0.850
O 0.891 0.313 0.089
H -0.174 0.028 -0.432
H 0.140 -0.210 -0.408
H -0.229 -0.162 -0.375
H -0.266 0.274 0.025
O 0.133 -0.253 -0.048
H -0.004 0.054 0.065
H -0.064 0.120 -0.031
O 0.300 -0.252 0.184
H -0.048 0.319 0.044
H -0.197 0.048 -0.073
O -0.057 -0.322 -0.010
H 0.014 0.087 -0.011
H -0.073 0.187 0.071
O 0.474 0.085 -0.173
H -0.331 0.155 -0.135
H -0.134 -0.033 -0.061